[1]
Computed, not measured: a cluster of 7 separate species, H14O7 in total, with ωB97M-V/def2-TZVPD.

Each line ends with the Mulliken charge.
Atoms and positions in Å:
H1 1.058 -1.474 -1.890  0.31
H2 0.329 -0.567 -0.913  0.28
H3 0.968 0.085 1.353  0.29
H4 0.863 -0.821 2.569  0.24
H5 1.138 3.085 0.925  0.34
H6 0.190 1.899 0.860  0.22
H7 -2.274 1.630 0.316  0.31
H8 -3.732 1.207 0.389  0.32
H9 -2.914 -1.195 -0.076  0.34
H10 -1.953 -2.007 -0.930  0.30
H11 2.170 -2.819 0.572  0.24
H12 1.807 -1.422 0.094  0.39
H13 1.302 0.946 -0.802  0.30
H14 2.039 1.849 -1.777  0.27
O1 1.088 -0.591 -1.505  -0.68
O2 0.789 -0.827 1.608  -0.51
O3 0.201 2.860 0.940  -0.60
O4 -2.928 1.077 -0.126  -0.64
O5 -2.791 -2.072 -0.458  -0.63
O6 1.431 -2.201 0.519  -0.58
O7 1.217 1.356 -1.670  -0.50

Computed properties:
SMILES string ... O.O.O.O.O.O.O
LUMO ... -0.11 eV
Multiplicity ... 1
Relative energy (zero: lowest compared OMol25 entry of this formula, charge and spin) ... 6.288 eV
Orbital gap ... 9.121 eV
Electronic energy ... -14555.1734 eV

---

[2]
Computed, not measured: a structure of composition C36H44AuBN5O2S, with ωB97M-V/def2-TZVPD.

Each line ends with the Mulliken charge.
Atoms and positions in Å:
Au1 0.256 1.586 -1.087  0.56
N1 -1.287 3.316 0.231  -0.16
N2 -1.395 4.396 -0.657  -0.53
C1 -0.565 4.527 -1.804  0.55
O1 -0.524 5.654 -2.278  -0.73
O2 -0.003 3.499 -2.249  -0.74
H1 -2.212 2.977 0.486  0.12
H2 -0.772 3.553 1.078  0.21
H3 -1.666 5.295 -0.272  0.23
S1 -0.952 -0.049 -4.503  -0.32
C2 0.077 -0.675 -5.590  0.42
N3 0.800 -1.120 -6.381  -0.74
C3 2.277 1.571 -0.665  -1.00
C4 3.426 1.345 -0.354  0.45
C5 4.757 1.066 0.052  0.30
C6 5.435 -0.045 -0.454  0.09
C7 6.708 -0.350 -0.012  -0.76
C8 7.326 0.437 0.946  -0.40
C9 6.670 1.555 1.437  -0.73
C10 5.406 1.878 0.985  -0.45
H4 4.953 -0.663 -1.197  0.17
H5 7.222 -1.213 -0.413  0.40
H6 8.317 0.190 1.300  0.37
H7 7.147 2.177 2.182  0.40
H8 4.916 2.769 1.351  0.60
C11 -4.476 -0.566 2.616  -1.78
C12 -3.635 0.298 1.671  2.07
C13 -4.543 1.273 0.916  -1.50
C14 -2.554 1.037 2.427  0.68
C15 -2.919 1.917 3.436  -0.87
C16 -1.963 2.601 4.160  -1.62
C17 -0.626 2.433 3.855  -0.74
C18 -0.219 1.565 2.850  0.12
C19 1.250 1.355 2.577  3.03
C20 1.843 0.427 3.644  -1.72
C21 2.013 2.677 2.513  -1.18
C22 -1.193 0.841 2.152  0.48
N4 -0.826 -0.157 1.217  0.31
B1 -0.535 -0.132 -0.195  2.21
N5 -0.501 -1.519 -0.562  0.41
C23 -0.706 -2.282 0.570  -1.04
C24 -0.901 -1.475 1.631  -1.02
C25 -0.544 -2.187 -1.818  0.36
C26 0.601 -2.548 -2.533  0.03
C27 0.441 -3.211 -3.748  -0.62
C28 -0.801 -3.515 -4.261  -1.63
C29 -1.923 -3.186 -3.530  -0.40
C30 -1.814 -2.538 -2.311  0.83
C31 -3.081 -2.259 -1.533  2.00
C32 -3.660 -3.575 -0.994  -1.64
C33 -4.122 -1.523 -2.378  -1.71
C34 2.034 -2.236 -2.157  0.46
C35 2.333 -2.088 -0.667  -1.60
C36 2.461 -1.003 -2.961  -1.12
H9 -5.194 -1.153 2.048  0.48
H10 -5.027 0.053 3.323  0.37
H11 -3.843 -1.246 3.181  0.36
H12 -3.157 -0.357 0.938  -1.05
H13 -5.039 1.958 1.601  0.34
H14 -5.311 0.723 0.376  0.46
H15 -3.977 1.856 0.193  0.36
H16 -3.965 2.050 3.666  0.37
H17 -2.268 3.255 4.964  0.38
H18 0.114 2.983 4.416  0.38
H19 1.357 0.873 1.601  -1.97
H20 1.755 0.874 4.635  0.36
H21 2.894 0.235 3.438  0.42
H22 1.318 -0.528 3.642  0.36
H23 1.974 3.228 3.450  0.48
H24 1.612 3.302 1.717  0.29
H25 3.054 2.469 2.286  0.02
H26 -0.695 -3.356 0.532  0.65
H27 -1.096 -1.728 2.655  0.53
H28 1.318 -3.473 -4.321  0.28
H29 -0.891 -3.998 -5.223  0.28
H30 -2.899 -3.429 -3.922  0.30
H31 -2.834 -1.622 -0.679  -1.21
H32 -3.919 -4.246 -1.812  0.37
H33 -4.556 -3.385 -0.405  0.41
H34 -2.933 -4.082 -0.362  0.34
H35 -4.512 -2.165 -3.166  0.38
H36 -3.677 -0.646 -2.843  0.39
H37 -4.958 -1.209 -1.750  0.42
H38 2.635 -3.085 -2.511  0.61
H39 1.961 -1.146 -0.278  -0.06
H40 3.409 -2.108 -0.513  0.54
H41 1.902 -2.913 -0.101  0.48
H42 1.858 -0.137 -2.690  -0.07
H43 2.336 -1.187 -4.027  0.45
H44 3.506 -0.762 -2.781  0.40

Computed properties:
LUMO (spin up / spin down) ... -0.03 / -0.03 eV
Multiplicity ... 1
Total charge ... -1
Orbital gap (spin up / spin down) ... 4.284 / 4.288 eV
Electronic energy ... -64796.3082 eV

---

[3]
Computed, not measured: a cluster of 4 separate species, C16H44N4O4 in total, with ωB97M-V/def2-TZVPD.

Each line ends with the Mulliken charge.
Atoms and positions in Å:
C1 -33.858 19.942 27.900  -1.31
C2 -34.350 21.309 27.818  0.56
C3 -35.355 21.542 26.601  -0.80
O1 -34.906 21.126 25.299  -0.31
C4 -33.618 21.685 24.999  -0.72
N1 -35.072 21.702 29.073  -0.78
H1 -33.065 19.992 28.645  0.44
H2 -33.233 19.700 27.041  0.31
H3 -34.642 19.188 27.975  0.29
H4 -33.506 21.998 27.841  0.26
H5 -35.804 22.535 26.581  0.35
H6 -36.249 20.978 26.867  0.38
H7 -32.944 21.964 25.809  0.19
H8 -33.578 22.620 24.441  0.32
H9 -33.000 21.230 24.225  0.31
H10 -35.312 22.683 29.051  0.25
H11 -34.408 21.597 29.827  0.25
C5 -37.116 16.039 24.859  -1.52
C6 -35.602 15.786 24.900  0.87
C7 -35.200 14.276 24.975  -0.66
O2 -33.764 14.170 25.074  -0.35
C8 -33.265 14.402 26.442  -0.71
N2 -34.897 16.541 23.863  -0.75
H12 -37.278 17.092 25.089  0.33
H13 -37.702 15.365 25.484  0.36
H14 -37.351 15.794 23.823  0.39
H15 -35.219 16.282 25.792  0.01
H16 -35.362 13.679 24.078  0.31
H17 -35.800 13.793 25.746  0.33
H18 -32.256 14.794 26.311  0.27
H19 -33.102 13.519 27.060  0.29
H20 -33.752 15.206 26.995  0.27
H21 -35.136 17.516 23.976  0.28
H22 -33.904 16.421 24.007  0.28
C9 -23.069 26.401 27.270  -1.13
C10 -24.153 26.532 28.362  0.46
C11 -24.269 25.229 29.227  -0.81
O3 -24.477 24.066 28.431  -0.32
C12 -25.626 23.335 28.852  -0.74
N3 -24.064 27.813 29.086  -0.68
H23 -23.557 26.113 26.338  0.28
H24 -22.245 25.688 27.301  0.30
H25 -22.735 27.435 27.194  0.31
H26 -25.110 26.489 27.841  0.14
H27 -25.010 25.335 30.019  0.43
H28 -23.412 25.240 29.901  0.38
H29 -26.607 23.781 28.689  0.30
H30 -25.541 23.041 29.898  0.36
H31 -25.477 22.482 28.190  0.23
H32 -23.488 27.671 29.903  0.25
H33 -23.530 28.475 28.542  0.26
C13 -28.333 19.504 24.875  -1.25
C14 -27.710 19.988 23.451  0.45
C15 -27.365 21.486 23.360  -0.70
O4 -28.571 22.252 23.399  -0.29
C16 -28.403 23.700 23.556  -0.68
N4 -26.504 19.256 23.137  -0.60
H34 -27.542 19.387 25.616  0.36
H35 -28.740 18.521 24.638  0.33
H36 -29.130 20.145 25.252  0.32
H37 -28.459 19.893 22.665  0.23
H38 -26.688 21.794 22.563  0.41
H39 -26.797 21.610 24.283  0.23
H40 -29.337 24.260 23.519  0.23
H41 -27.682 24.015 22.802  0.29
H42 -28.078 23.896 24.578  0.26
H43 -26.313 18.332 23.496  0.19
H44 -26.301 19.291 22.148  0.20

Computed properties:
SMILES string ... COC[C@H](C)N.COC[C@H](C)N.COC[C@H](C)N.COC[C@H](C)N
LUMO ... 0.44 eV
Multiplicity ... 1
Relative energy (zero: lowest compared OMol25 entry of this formula, charge and spin) ... 3.701 eV
Orbital gap ... 9.246 eV
Electronic energy ... -31450.4966 eV

---

[4]
Computed, not measured: a structure of composition C6H8LiNaO6, with ωB97M-V/def2-TZVPD.

Each line ends with the Mulliken charge.
Atoms and positions in Å:
O1 2.161 -0.006 -0.246  -0.23
C1 1.071 0.740 -0.545  -0.48
C2 2.214 -1.277 -0.948  -0.30
O2 -0.007 -0.025 -0.165  -0.07
O3 1.131 0.135 -2.493  -0.82
C3 1.987 -0.962 -2.433  -0.37
H1 1.417 -1.945 -0.595  0.19
H2 3.222 -1.669 -0.764  0.33
H3 1.701 -1.909 -2.930  0.26
H4 2.960 -0.689 -2.888  0.26
O4 -1.182 1.798 0.817  -0.38
C4 -1.305 0.587 0.129  1.41
C5 -1.024 1.543 2.202  -0.40
O5 -1.990 0.654 -0.970  -1.29
O6 -1.890 -0.303 1.086  -0.66
C6 -1.470 0.085 2.386  -0.35
H5 -1.665 2.244 2.752  0.27
H6 0.024 1.686 2.496  0.28
H7 -2.331 -0.021 3.057  0.28
H8 -0.637 -0.554 2.712  0.21
Li1 -0.675 0.479 -2.349  0.90
Na1 -3.712 -0.591 -0.309  0.97

Computed properties:
LUMO ... -1.35 eV
Multiplicity ... 1
Relative energy (zero: lowest compared OMol25 entry of this formula, charge and spin) ... 2.316 eV
Orbital gap ... 5.183 eV
Electronic energy ... -23256.9102 eV

---

Question: Which of these has the highest electronic energy?
Answer: H14O7

---

Repeat the first record exactly.
Computed, not measured: a cluster of 7 separate species, H14O7 in total, with ωB97M-V/def2-TZVPD.

Each line ends with the Mulliken charge.
Atoms and positions in Å:
H1 1.058 -1.474 -1.890  0.31
H2 0.329 -0.567 -0.913  0.28
H3 0.968 0.085 1.353  0.29
H4 0.863 -0.821 2.569  0.24
H5 1.138 3.085 0.925  0.34
H6 0.190 1.899 0.860  0.22
H7 -2.274 1.630 0.316  0.31
H8 -3.732 1.207 0.389  0.32
H9 -2.914 -1.195 -0.076  0.34
H10 -1.953 -2.007 -0.930  0.30
H11 2.170 -2.819 0.572  0.24
H12 1.807 -1.422 0.094  0.39
H13 1.302 0.946 -0.802  0.30
H14 2.039 1.849 -1.777  0.27
O1 1.088 -0.591 -1.505  -0.68
O2 0.789 -0.827 1.608  -0.51
O3 0.201 2.860 0.940  -0.60
O4 -2.928 1.077 -0.126  -0.64
O5 -2.791 -2.072 -0.458  -0.63
O6 1.431 -2.201 0.519  -0.58
O7 1.217 1.356 -1.670  -0.50

Computed properties:
SMILES string ... O.O.O.O.O.O.O
LUMO ... -0.11 eV
Multiplicity ... 1
Relative energy (zero: lowest compared OMol25 entry of this formula, charge and spin) ... 6.288 eV
Orbital gap ... 9.121 eV
Electronic energy ... -14555.1734 eV

---

Question: Look up the multiplicity of the first one.
Answer: 1